1.
This record from the Open Molecules 2025 dataset describes a structure of composition C19H39F3O9PTa. The level of theory is ωB97M-V/def2-TZVPD.

Results
HOMO-LUMO gap	7.115	eV
energy relative to the best compared isomer or geometry (same formula, charge and spin)	10.96	kcal/mol
charge	+4
E_LUMO	-14.8	eV

Geometry (Å):
Ta: -0.026 -1.047 0.271
C: -2.302 0.772 1.509
C: -1.777 0.031 2.710
O: -0.410 -0.367 2.321
C: 0.599 0.522 2.950
C: 1.904 0.008 2.452
O: 1.725 -0.007 0.982
C: 2.979 -0.207 0.229
C: 3.124 -1.682 0.114
O: 1.786 -2.107 -0.336
C: 1.728 -3.584 -0.313
C: 1.486 -3.931 1.135
O: 0.543 -2.906 1.599
C: -0.522 -3.477 2.430
C: -1.578 -3.763 1.409
O: -1.751 -2.474 0.714
C: -3.157 -2.065 0.641
C: -3.119 -0.827 -0.199
O: -1.965 -0.068 0.339
H: -1.801 1.726 1.367
H: -3.378 0.934 1.531
H: -2.315 -0.874 2.967
H: -1.733 0.666 3.594
H: 0.503 0.480 4.034
H: 0.409 1.530 2.581
H: 2.120 -1.007 2.784
H: 2.731 0.670 2.705
H: 3.798 0.309 0.726
H: 2.805 0.233 -0.745
H: 3.349 -2.176 1.058
H: 3.864 -1.971 -0.633
H: 2.657 -3.980 -0.720
H: 0.912 -3.895 -0.957
H: 2.357 -3.927 1.787
H: 1.020 -4.915 1.192
H: -0.811 -2.720 3.154
H: -0.171 -4.355 2.969
H: -2.533 -4.104 1.805
H: -1.239 -4.483 0.664
H: -3.535 -1.917 1.651
H: -3.743 -2.848 0.156
H: -4.015 -0.214 -0.163
H: -2.889 -1.041 -1.236
C: 2.324 3.384 -2.925
C: 2.526 2.269 -1.944
O: 1.354 1.302 -1.891
P: 0.084 1.311 -0.995
O: 0.221 2.311 0.200
C: 0.098 3.821 0.035
C: -0.908 4.348 1.012
O: -1.195 1.701 -1.740
C: -1.822 1.828 -3.133
C: -0.931 2.499 -4.125
H: 3.241 3.979 -2.932
H: 1.507 4.048 -2.647
H: 2.171 3.008 -3.933
H: 2.665 2.613 -0.920
H: 3.350 1.627 -2.241
H: -0.188 4.002 -0.999
H: 1.105 4.186 0.216
H: -1.916 3.991 0.798
H: -0.929 5.436 0.915
H: -0.632 4.128 2.044
H: -2.711 2.405 -2.899
H: -2.095 0.817 -3.410
H: -0.649 3.502 -3.812
H: -1.514 2.601 -5.044
H: -0.052 1.905 -4.361
F: -1.062 -0.848 -2.481
C: -0.602 -1.907 -1.761
F: 0.468 -2.355 -2.434
F: -1.533 -2.856 -1.824

Atoms 1-2, force components in eV/Å:
-0.19 -0.84 1.35
0.01 -0.17 -0.02

***

2.
This record from the Open Molecules 2025 dataset describes the ion C19H39FNO2 with charge +1. The level of theory is ωB97M-V/def2-TZVPD.

Results
HOMO-LUMO gap	9.988	eV
structure (SMILES)	CCCCCCCCCCCC[N@H+](CCF)CCCCOC=O
charge	+1
E_LUMO	-3.0	eV

Geometry (Å):
C: 4.582 1.074 2.599
C: 4.428 1.457 1.126
C: 3.009 1.155 0.636
C: 2.879 1.009 -0.879
C: 3.688 -0.140 -1.508
C: 3.692 -1.487 -0.776
C: 2.642 -2.492 -1.257
C: 1.202 -1.967 -1.222
C: 0.441 -2.316 0.075
C: -0.790 -3.210 -0.159
C: -1.940 -2.349 -0.744
C: -2.844 -1.953 0.408
N: -3.827 -0.819 0.132
C: -3.866 -0.362 -1.286
C: -4.889 0.771 -1.496
F: -5.450 0.601 -2.735
C: -3.590 0.296 1.115
C: -2.241 0.986 0.910
C: -2.302 2.485 1.246
C: -0.906 3.101 1.416
O: -0.511 3.805 0.244
C: -0.270 2.977 -0.804
O: -0.721 3.157 -1.914
H: 5.583 1.278 2.967
H: 4.330 0.026 2.758
H: 3.891 1.656 3.211
H: 5.164 0.926 0.529
H: 4.579 2.532 1.061
H: 2.357 1.971 0.961
H: 2.622 0.266 1.140
H: 1.820 0.968 -1.138
H: 3.249 1.936 -1.324
H: 3.294 -0.309 -2.513
H: 4.708 0.207 -1.649
H: 3.599 -1.381 0.304
H: 4.666 -1.949 -0.940
H: 2.701 -3.359 -0.598
H: 2.879 -2.844 -2.259
H: 0.657 -2.414 -2.057
H: 1.159 -0.895 -1.382
H: 1.093 -2.733 0.838
H: 0.053 -1.377 0.491
H: -1.073 -3.614 0.812
H: -0.541 -4.011 -0.847
H: -1.469 -1.479 -1.194
H: -2.475 -2.923 -1.494
H: -3.428 -2.822 0.704
H: -2.231 -1.689 1.264
H: -4.756 -1.185 0.327
H: -4.195 -1.190 -1.907
H: -2.894 -0.012 -1.601
H: -4.381 1.737 -1.462
H: -5.658 0.787 -0.722
H: -4.427 0.990 1.109
H: -3.594 -0.165 2.101
H: -1.513 0.516 1.568
H: -1.867 0.860 -0.105
H: -2.872 2.610 2.165
H: -2.810 3.005 0.436
H: -0.160 2.336 1.649
H: -0.916 3.805 2.239
H: 0.441 2.165 -0.573

Atoms 1-2, force components in eV/Å:
-0.17 0.17 -0.11
-0.55 -0.15 0.64

***

3.
This record from the Open Molecules 2025 dataset describes a cluster of 2 separate species, C19H39I2N5O5PS2 in total. The level of theory is ωB97M-V/def2-TZVPD.

Results
HOMO-LUMO gap	8.545	eV
charge	+1
E_LUMO	-2.8	eV

Geometry (Å):
C: -4.912 -0.736 1.662
C: -5.437 -0.748 0.220
C: -4.430 -1.110 -0.897
N: -3.183 -1.713 -0.427
C: -3.018 -2.930 0.102
S: -4.340 -4.050 0.270
N: -1.763 -3.189 0.429
C: -1.077 -2.090 0.080
N: 0.249 -1.983 0.216
N: 0.867 -3.057 0.886
C: 1.046 -0.863 -0.275
C: 1.067 0.342 0.674
C: 2.275 0.385 1.629
P: 1.793 0.868 3.317
O: 0.347 1.126 3.430
O: 2.330 -0.296 4.260
C: 1.589 -1.529 4.286
C: 0.963 -1.728 5.645
O: 2.753 2.052 3.712
C: 2.194 3.326 4.129
C: 1.583 4.097 2.967
N: -1.910 -1.145 -0.453
C: -1.662 0.178 -0.983
I: -2.731 1.694 0.105
C: -1.775 0.254 -2.545
C: -2.074 -1.071 -3.242
I: -3.079 1.757 -3.297
H: -5.186 -1.656 2.175
H: -5.372 0.074 2.223
H: -3.830 -0.627 1.732
H: -5.847 0.229 -0.033
H: -6.265 -1.452 0.163
H: -4.190 -0.244 -1.504
H: -4.880 -1.835 -1.577
H: -3.755 -4.661 1.308
H: 1.340 -3.646 0.208
H: 1.554 -2.678 1.527
H: 0.724 -0.583 -1.278
H: 2.058 -1.247 -0.409
H: 1.103 1.237 0.052
H: 0.146 0.371 1.260
H: 3.010 1.105 1.271
H: 2.795 -0.574 1.694
H: 0.821 -1.535 3.506
H: 2.301 -2.330 4.073
H: 0.171 -1.000 5.810
H: 0.553 -2.734 5.732
H: 1.723 -1.588 6.413
H: 1.473 3.143 4.924
H: 3.039 3.860 4.553
H: 0.497 4.034 2.968
H: 1.951 3.701 2.021
H: 1.878 5.144 3.014
H: -0.655 0.472 -0.734
H: -0.798 0.595 -2.881
H: -1.722 -1.012 -4.269
H: -3.135 -1.311 -3.282
H: -1.524 -1.892 -2.776
C: 3.043 0.306 -4.953
C: 3.031 1.741 -5.499
C: 2.235 2.602 -4.510
S: 2.443 1.825 -2.904
O: 1.151 1.347 -2.440
O: 3.223 2.649 -2.023
C: 3.402 0.425 -3.475
H: 3.755 -0.324 -5.482
H: 2.053 -0.143 -5.061
H: 4.053 2.113 -5.573
H: 2.591 1.790 -6.493
H: 2.601 3.623 -4.433
H: 1.169 2.608 -4.730
H: 3.146 -0.447 -2.878
H: 4.452 0.681 -3.331

Atoms 1-2, force components in eV/Å:
-0.13 -0.20 0.01
0.05 0.05 0.09

***

4.
This record from the Open Molecules 2025 dataset describes a structure of composition C19H39IrN4O9P3S2. The level of theory is ωB97M-V/def2-TZVPD.

Results
HOMO-LUMO gap (alpha / beta)	7.539 / 5.676	eV
energy relative to the best compared isomer or geometry (same formula, charge and spin)	0.00	kcal/mol
2S+1	2
charge	+2
E_LUMO (alpha / beta)	-6.2 / -8.0	eV

Geometry (Å):
Ir: 0.473 0.121 1.391
C: 3.089 -0.849 2.377
C: 3.321 -0.399 0.955
N: 2.031 -0.435 0.196
C: 2.106 0.387 -1.035
C: 1.878 1.805 -0.626
C: 2.330 2.876 -1.363
C: 2.038 4.162 -0.927
C: 1.323 4.322 0.244
C: 0.905 3.203 0.943
C: 0.094 3.311 2.196
N: 0.106 2.044 2.912
C: 1.055 1.892 4.025
C: 2.325 1.214 3.553
N: 1.948 -0.074 2.935
N: 1.172 1.963 0.513
H: 3.987 -0.699 2.978
H: 2.818 -1.902 2.412
H: 4.055 -1.026 0.449
H: 3.675 0.633 0.919
H: 1.798 -1.401 -0.050
H: 1.320 0.051 -1.712
H: 3.077 0.255 -1.516
H: 2.902 2.704 -2.264
H: 2.377 5.023 -1.487
H: 1.086 5.306 0.627
H: -0.936 3.554 1.927
H: 0.468 4.127 2.819
H: -0.826 1.774 3.199
H: 0.575 1.273 4.785
H: 1.282 2.857 4.482
H: 3.008 1.050 4.389
H: 2.843 1.818 2.807
H: 1.493 -0.665 3.631
C: -3.263 -3.476 1.859
C: -2.099 -2.666 2.424
O: -1.815 -3.040 3.781
P: -2.507 -0.914 2.658
O: -3.533 -0.382 1.607
O: -3.247 -0.847 4.036
O: -1.295 -0.004 2.654
P: -0.507 -3.006 1.550
O: -0.632 -2.904 0.002
O: -0.022 -4.258 2.139
O: 0.454 -1.798 1.878
H: -4.136 -3.380 2.508
H: -2.982 -4.529 1.837
H: -3.523 -3.161 0.848
H: -1.226 -3.817 3.741
H: -4.399 -0.813 1.569
H: -2.957 -1.541 4.656
H: -1.503 -2.881 -0.498
C: -0.560 1.815 -3.900
C: -1.909 1.758 -3.218
C: -3.033 2.288 -4.076
O: -2.270 0.370 -2.916
P: -1.664 -0.663 -1.900
S: -2.993 -2.071 -1.670
S: -1.179 0.569 -0.288
O: -0.244 -1.151 -2.424
C: -0.124 -2.048 -3.605
C: 1.073 -1.553 -4.383
C: 0.034 -3.475 -3.138
H: -0.325 2.850 -4.153
H: -0.577 1.237 -4.824
H: 0.230 1.427 -3.253
H: -1.876 2.286 -2.264
H: -3.089 1.738 -5.015
H: -2.856 3.340 -4.302
H: -3.987 2.199 -3.560
H: -1.039 -1.928 -4.188
H: 1.985 -1.667 -3.791
H: 0.963 -0.510 -4.675
H: 1.191 -2.150 -5.287
H: 0.895 -3.569 -2.475
H: 0.199 -4.115 -4.005
H: -0.853 -3.830 -2.619

Atoms 1-2, force components in eV/Å:
0.00 -0.04 -0.03
-0.01 0.01 0.00

***

5.
This record from the Open Molecules 2025 dataset describes a structure of composition C19H39N3O5S6. The level of theory is ωB97M-V/def2-TZVPD.

Results
HOMO-LUMO gap	7.892	eV
charge	0
E_LUMO	-0.2	eV

Geometry (Å):
C: -0.232 -2.440 -1.651
C: 0.827 -2.163 -0.514
N: 2.080 -2.441 -0.632
C: 0.425 -1.467 0.858
C: 0.904 0.038 0.711
C: -0.041 0.987 0.174
C: 0.422 2.425 -0.016
C: 1.775 2.780 0.339
C: 2.735 1.788 0.902
N: 4.063 1.908 1.277
S: 4.573 0.420 1.811
N: 3.221 -0.575 1.623
C: 2.315 0.348 1.107
H: -0.344 -1.473 -2.228
H: -1.213 -2.705 -1.167
H: 0.170 -3.261 -2.303
H: 2.192 -2.849 -1.571
H: 0.977 -1.925 1.718
H: -0.673 -1.530 1.071
H: -1.088 0.680 -0.098
H: -0.304 3.143 -0.461
H: 2.142 3.822 0.178
C: 7.674 -2.047 1.403
S: 6.929 -3.171 2.600
O: 5.770 -2.465 3.213
C: 8.286 -3.109 3.785
H: 6.972 -1.907 0.581
H: 7.878 -1.084 1.875
H: 8.597 -2.483 1.020
H: 8.452 -2.079 4.106
H: 9.190 -3.510 3.325
H: 8.018 -3.719 4.647
C: -4.431 0.345 -3.140
S: -4.470 -0.120 -1.403
O: -3.267 0.480 -0.749
C: -4.124 -1.868 -1.671
H: -4.590 1.421 -3.212
H: -3.461 0.092 -3.570
H: -5.230 -0.175 -3.674
H: -3.174 -1.981 -2.196
H: -4.931 -2.313 -2.254
H: -4.064 -2.360 -0.701
C: 8.671 5.072 2.374
S: 7.518 4.004 3.258
O: 8.029 2.608 3.147
C: 6.163 4.176 2.083
H: 9.616 5.083 2.917
H: 8.836 4.688 1.366
H: 8.268 6.085 2.330
H: 6.484 3.848 1.094
H: 5.841 5.219 2.048
H: 5.335 3.555 2.418
C: -4.225 -1.871 2.358
S: -5.626 -2.658 3.174
O: -6.635 -2.971 2.125
C: -6.188 -1.181 4.042
H: -3.739 -2.610 1.721
H: -4.572 -1.037 1.745
H: -3.516 -1.518 3.107
H: -6.410 -0.390 3.323
H: -5.415 -0.851 4.737
H: -7.091 -1.431 4.597
C: -9.401 0.687 -5.219
S: -7.923 -0.115 -5.867
O: -6.963 -0.261 -4.735
C: -7.372 1.281 -6.865
H: -9.891 0.000 -4.530
H: -9.126 1.599 -4.688
H: -10.079 0.920 -6.041
H: -7.225 2.156 -6.230
H: -8.116 1.494 -7.633
H: -6.429 1.013 -7.339

Atoms 1-2, force components in eV/Å:
0.55 0.73 1.12
0.55 -0.24 0.74

***

6.
This record from the Open Molecules 2025 dataset describes a structure of composition C19H39NO2P2Re. The level of theory is ωB97M-V/def2-TZVPD.

Results
HOMO-LUMO gap (alpha / beta)	5.442 / 7.061	eV
energy relative to the best compared isomer or geometry (same formula, charge and spin)	42.07	kcal/mol
2S+1	4
charge	0
E_LUMO (alpha / beta)	0.7 / -0.1	eV

Geometry (Å):
Re: -0.054 -0.572 -0.229
P: -0.211 -2.568 1.021
P: 0.697 1.173 -1.373
N: 0.497 -1.565 -1.512
H: -1.651 -1.362 0.605
C: -1.854 -3.354 1.451
H: -1.658 -4.284 2.006
H: -2.349 -3.562 0.490
H: -2.491 -2.678 2.040
C: 0.649 -2.545 2.651
H: 0.538 -3.566 3.010
H: 0.180 -1.824 3.323
H: 1.686 -2.273 2.435
C: 0.582 -4.072 0.318
H: 0.411 -4.892 1.015
H: 1.652 -3.891 0.203
H: 0.138 -4.303 -0.652
C: -0.560 2.327 -2.128
H: -0.125 2.769 -3.025
H: -0.793 3.152 -1.452
H: -1.457 1.745 -2.343
C: 1.652 2.397 -0.427
H: 2.173 3.061 -1.110
H: 2.379 1.831 0.159
H: 0.941 2.936 0.217
C: 1.778 0.913 -2.848
H: 1.885 1.907 -3.308
H: 1.342 0.189 -3.557
H: 2.746 0.524 -2.495
C: 0.880 -2.377 -2.468
C: 0.321 -3.838 -4.396
C: -0.074 -2.967 -3.355
C: 2.263 -2.701 -2.686
C: 2.657 -3.576 -3.732
C: 1.679 -4.126 -4.576
H: -0.467 -4.251 -5.052
H: -1.105 -2.702 -3.170
H: 3.006 -2.281 -2.021
H: 3.712 -3.819 -3.919
H: 1.982 -4.756 -5.420
C: -1.003 0.818 2.347
O: 0.070 0.170 1.793
C: -1.914 -0.102 3.136
H: -2.624 0.445 3.740
H: -1.321 -0.662 3.839
H: -2.543 -0.736 2.515
C: -0.353 1.906 3.244
H: -1.032 2.274 4.009
H: -0.032 2.719 2.584
H: 0.501 1.432 3.710
C: -0.431 4.653 0.475
C: -1.783 1.468 1.157
C: 0.875 4.583 1.589
C: -2.732 2.577 1.421
O: -1.664 1.018 -0.005
H: -0.975 5.436 0.990
H: -1.239 4.014 -0.023
H: 0.080 5.065 -0.379
H: 0.398 5.037 2.452
H: 1.534 3.788 1.983
H: 1.536 5.325 1.128
H: -3.526 2.655 0.680
H: -3.163 2.343 2.403
H: -2.238 3.556 1.523

Atoms 1-2, force components in eV/Å:
-1.95 0.00 4.51
-0.23 -2.01 1.68

***

7.
This record from the Open Molecules 2025 dataset describes a cluster of 2 separate species, C19H39O2Si4 in total. The level of theory is ωB97M-V/def2-TZVPD.

Results
HOMO-LUMO gap	6.005	eV
energy relative to the best compared isomer or geometry (same formula, charge and spin)	10.04	kcal/mol
charge	+1
E_LUMO	-4.7	eV

Geometry (Å):
C: -0.128 2.381 3.193
O: -1.537 2.689 3.012
C: -2.448 1.787 2.767
C: -3.808 2.187 2.992
C: -4.735 1.132 3.156
C: -6.085 1.422 3.290
C: -6.515 2.756 3.341
C: -5.576 3.805 3.293
C: -4.215 3.541 3.144
H: 0.347 3.362 3.279
H: 0.017 1.811 4.129
H: 0.257 1.824 2.328
H: -2.214 0.710 2.702
H: -4.329 0.112 3.198
H: -6.791 0.592 3.342
H: -7.577 2.976 3.407
H: -5.917 4.846 3.366
H: -3.448 4.324 3.185
C: 4.282 -0.579 -0.189
Si: 2.557 0.016 0.272
C: 2.157 -0.575 2.010
C: 2.510 1.895 0.180
Si: 0.852 -0.866 -1.115
Si: 1.413 -0.237 -3.338
C: 3.131 -0.817 -3.854
C: 0.162 -1.039 -4.492
C: 1.333 1.636 -3.481
Si: 1.083 -3.194 -1.050
C: 2.814 -3.773 -1.537
C: 0.714 -3.757 0.709
C: -0.170 -3.960 -2.228
O: -0.776 -0.358 -0.514
C: -1.136 0.934 -0.311
C: -2.225 1.268 0.447
H: 4.977 -0.108 0.523
H: 4.404 -1.664 -0.098
H: 4.589 -0.280 -1.199
H: 2.772 -0.017 2.731
H: 1.103 -0.406 2.271
H: 2.373 -1.642 2.144
H: 3.192 2.303 0.941
H: 2.837 2.274 -0.796
H: 1.508 2.296 0.383
H: 3.284 -0.464 -4.886
H: 3.938 -0.400 -3.240
H: 3.237 -1.908 -3.864
H: 0.259 -0.588 -5.491
H: 0.318 -2.120 -4.598
H: -0.869 -0.873 -4.149
H: 1.438 1.914 -4.541
H: 0.367 2.027 -3.130
H: 2.132 2.142 -2.923
H: 2.794 -4.870 -1.457
H: 3.086 -3.517 -2.567
H: 3.602 -3.403 -0.872
H: 0.623 -4.854 0.705
H: 1.505 -3.482 1.418
H: -0.237 -3.339 1.071
H: -0.201 -5.044 -2.038
H: -1.179 -3.557 -2.056
H: 0.087 -3.805 -3.283
H: -0.493 1.687 -0.811
H: -2.487 2.321 0.444
H: -2.962 0.522 0.734

Atoms 1-2, force components in eV/Å:
0.08 -0.24 0.02
-0.54 -0.75 -0.20

***

Table of strongest force on any atom (Eh/bohr), in record order: 0.031; 0.033; 0.017; 0.006; 0.090; 0.096; 0.038